One molecule with the formula C3H5NO, computed with ωB97M-V with the def2-TZVPD basis set.

The geometry in XYZ format:
```
10
C3H5NO ωB97M-V with the def2-TZVPD basis set
C -0.9819 -0.5002 -0.0596
C -0.6413 0.8480 0.2778
N 0.6245 0.7358 -0.4955
C 1.4287 -0.2779 -0.2153
O 1.1155 -1.4090 0.1924
H -1.0495 -1.3027 0.6608
H -1.2538 -0.7225 -1.0858
H -1.2334 1.6318 -0.1952
H -0.4948 1.0445 1.3437
H 2.4859 -0.0478 -0.4233
```

Summary:
Energy above the lowest of the compared OMol25 structures with the same formula, charge and spin, kcal per mole: 75.1
Gap between HOMO and LUMO (alpha / beta), eV: 8.7 / 8.7
Net charge: 0
Lowest unoccupied orbital energy (alpha / beta), eV: -0.47 / -0.47

---

A 3-piece molecular cluster, C3H16N2O2 overall, computed with ωB97M-V with the def2-TZVPD basis set.

The geometry in XYZ format:
```
23
C3H16N2O2 ωB97M-V with the def2-TZVPD basis set
C -0.9354 1.3384 0.3670
C 0.2775 0.4072 0.5191
C 0.2975 -0.8386 -0.4123
N 1.1027 -1.9560 0.1969
N -0.8583 2.0524 -0.9832
H -0.8635 2.1206 1.1338
H -1.7758 0.6777 0.5597
H 0.2541 0.0904 1.5806
H 1.3015 0.7915 0.5020
H -0.7588 -1.1338 -0.5103
H 0.5159 -0.7046 -1.4594
H 0.5303 -2.7905 0.3419
H 1.9587 -2.1747 -0.3338
H 1.5311 -1.7094 1.1207
H -1.7978 2.0256 -1.3984
H -0.2132 1.6340 -1.6551
H -0.6217 3.0289 -0.8023
H -3.2490 -0.2773 -1.9014
H -2.2283 -0.1676 -2.9813
O -2.3135 -0.0837 -2.0253
H 3.0902 -1.3319 2.9551
H 2.1980 -0.1493 2.8826
O 2.5576 -0.8494 2.3033
```

Summary:
Energy above the lowest of the compared OMol25 structures with the same formula, charge and spin, kcal per mole: 28.1
Gap between HOMO and LUMO, eV: 12.9
Net charge: +2
Lowest unoccupied orbital energy, eV: -6.43

---

C4H6LiORb as an isolated structure, computed with ωB97M-V with the def2-TZVPD basis set.

The geometry in XYZ format:
```
13
C4H6LiORb ωB97M-V with the def2-TZVPD basis set
O 2.0293 -1.1414 0.5600
C 2.9263 -0.2556 0.9683
C 2.6220 0.9247 1.5515
Rb 1.6305 -4.5712 0.0560
Li -0.9569 0.1150 -1.2882
H 3.9818 -0.5099 0.7863
H 1.5860 1.2664 1.6595
H 3.4151 1.5915 1.8878
C -3.1715 0.7517 -0.4413
C -3.5383 0.1876 -1.5717
H -3.1117 1.7580 -0.0235
H -3.8657 0.7852 -2.4366
H -3.5468 -0.9020 -1.7081
```

Summary:
Energy above the lowest of the compared OMol25 structures with the same formula, charge and spin, kcal per mole: 0.0
Multiplicity: 2
Gap between HOMO and LUMO (alpha / beta), eV: 4.2 / 3.5
Net charge: +1
Lowest unoccupied orbital energy (alpha / beta), eV: -4.16 / -4.89

---

C28H51N2O2PdSSi3 as an isolated structure, computed with ωB97M-V with the def2-TZVPD basis set.

The geometry in XYZ format:
```
88
C28H51N2O2PdSSi3 ωB97M-V with the def2-TZVPD basis set
Pd -0.0356 0.1286 -0.2315
C 3.5851 0.9056 -0.2468
O 2.4581 0.0550 -0.2005
Si 2.4998 -1.5568 0.2025
C 3.6310 -2.5343 -0.9934
C 3.2068 -1.7613 1.9658
C 0.6613 -1.9314 -0.0737
Si -0.5414 -2.3149 1.5082
C 0.0334 -0.8935 2.6990
C -1.9010 -2.9896 2.7818
C 0.3129 -4.1024 1.4938
Si 0.0882 -2.0233 -1.9004
C 0.9562 -0.6248 -2.9310
C 0.6776 -3.7432 -2.5288
C -1.7168 -1.9801 -2.5786
H 4.2890 0.5448 -0.9982
H 4.0754 0.9388 0.7264
H 3.2388 1.9046 -0.5102
H 4.6721 -2.2654 -0.8375
H 3.3985 -2.3429 -2.0358
H 3.5477 -3.6035 -0.8230
H 4.2926 -1.7339 1.9289
H 2.9247 -2.7048 2.4215
H 2.8865 -0.9599 2.6248
H 0.5880 -0.0835 2.2152
H 0.6645 -1.3158 3.4717
H -0.8295 -0.4544 3.1942
H -2.7354 -2.2997 2.8642
H -1.4640 -3.1016 3.7681
H -2.2918 -3.9545 2.4788
H 1.3282 -4.0546 1.1260
H -0.2400 -4.8043 0.8831
H 0.3146 -4.4674 2.5112
H 1.9947 -0.4993 -2.6459
H 0.4538 0.3462 -2.8230
H 0.9314 -0.8926 -3.9836
H 1.7548 -3.8417 -2.5194
H 0.3374 -3.8848 -3.5488
H 0.2667 -4.5507 -1.9330
H -2.2773 -1.0894 -2.3132
H -2.2944 -2.8433 -2.2703
H -1.6597 -2.0068 -3.6645
C -4.5462 3.5730 -1.5988
C -4.1522 3.0449 -0.2231
N -4.3793 1.6227 -0.1012
C -5.7195 1.1846 0.2451
C -5.9199 0.9818 1.7416
C -3.4314 0.7302 -0.3785
S -2.0523 1.2237 -1.2682
N -3.7402 -0.5483 -0.1432
C -2.9935 -1.5435 0.1916
O -1.7557 -1.3760 0.5772
C -3.6263 -2.8653 0.1096
C -5.0159 -2.9708 0.1923
C -5.6263 -4.1973 0.0229
C -4.8642 -5.3294 -0.2256
C -3.4843 -5.2320 -0.2936
C -2.8678 -4.0072 -0.1333
H -4.3852 4.6458 -1.6320
H -5.5938 3.3755 -1.8069
H -3.9417 3.1013 -2.3693
H -4.7367 3.5361 0.5588
H -3.0908 3.2446 -0.0414
H -5.9121 0.2510 -0.2877
H -6.4123 1.9447 -0.1194
H -5.2391 0.2264 2.1245
H -6.9405 0.6582 1.9209
H -5.7582 1.9064 2.2886
H -5.6037 -2.0895 0.3921
H -6.6997 -4.2725 0.0770
H -5.3401 -6.2861 -0.3743
H -2.8841 -6.1081 -0.4856
H -1.8000 -3.9169 -0.2420
C 2.6435 4.6680 0.4692
C 1.1341 4.5395 0.2364
C 0.3857 5.4308 1.2342
C 0.7798 4.9397 -1.2020
C 0.7078 3.1528 0.4248
C 0.3137 2.0125 0.5720
H 2.9244 5.7199 0.4616
H 3.2062 4.1565 -0.3109
H 2.9220 4.2419 1.4311
H 0.6675 6.4697 1.0755
H 0.6364 5.1543 2.2549
H -0.6902 5.3404 1.1075
H 1.1122 5.9569 -1.4000
H -0.2956 4.8848 -1.3602
H 1.2587 4.2690 -1.9136
```

Summary:
Gap between HOMO and LUMO (alpha / beta), eV: 5.5 / 5.5
Net charge: +1
Lowest unoccupied orbital energy (alpha / beta), eV: -5.33 / -5.33

---

One molecule with the formula C20H17FO, computed with ωB97M-V with the def2-TZVPD basis set.

The geometry in XYZ format:
```
39
C20H17FO ωB97M-V with the def2-TZVPD basis set
C -2.8017 -0.4428 2.4009
C -1.3191 -0.1702 2.3878
C -0.4278 -1.2349 2.3990
C 0.9431 -1.0720 2.4367
C 1.5274 0.2200 2.3788
O 2.8689 0.3127 2.3710
C 3.7358 1.7068 2.7124
C 5.1901 1.4196 2.3697
C 5.5667 1.7641 1.0532
C 6.8427 1.3850 0.5320
C 7.7260 0.6473 1.3584
C 7.4177 0.4677 2.7227
C 6.1707 0.9494 3.2300
C 3.3550 2.1584 4.0975
C 2.5784 3.3164 4.2292
C 1.9828 3.6586 5.4720
C 2.3378 2.9104 6.5796
F 1.7252 3.2219 7.7845
C 3.2282 1.8381 6.5165
C 3.6723 1.4350 5.2270
C 0.6283 1.3231 2.3325
C -0.7719 1.1218 2.3475
H -3.3526 0.4913 2.4170
H -3.1248 -0.9918 1.4988
H -3.0922 -1.0105 3.3016
H -0.8345 -2.2624 2.3879
H 1.6282 -1.9148 2.5632
H 3.2958 2.3584 1.9672
H 4.8861 2.3649 0.4687
H 7.0445 1.5828 -0.5136
H 8.6460 0.2323 0.9017
H 8.0948 -0.1412 3.3408
H 6.0582 0.9607 4.3394
H 2.4393 3.9569 3.3579
H 1.2750 4.4820 5.5131
H 3.4896 1.2958 7.4289
H 4.2908 0.5314 5.1603
H 0.9935 2.3401 2.2913
H -1.4582 1.9512 2.3261
```

Summary:
Energy above the lowest of the compared OMol25 structures with the same formula, charge and spin, kcal per mole: 0.0
SMILES: Cc1ccc(O[C@H](c2ccccc2)c2ccc(F)cc2)cc1
Gap between HOMO and LUMO, eV: 8.3
Net charge: 0
Lowest unoccupied orbital energy, eV: 0.40

---

A 2-piece molecular cluster, CH5NP2 overall, computed with ωB97M-V with the def2-TZVPD basis set.

The geometry in XYZ format:
```
9
CH5NP2 ωB97M-V with the def2-TZVPD basis set
C -0.0809 0.7041 0.3653
N 2.0472 -1.4350 -1.4236
P 1.2565 -2.5987 -0.5814
P 2.7597 -0.3757 -2.2638
H 0.9850 0.6138 0.5053
H -0.0900 0.6612 -0.6885
H -0.4813 -0.1671 0.8403
H -0.1966 -2.3482 -0.9625
H -0.4428 1.5907 0.7379
```

Summary:
Energy above the lowest of the compared OMol25 structures with the same formula, charge and spin, kcal per mole: 24.9
Gap between HOMO and LUMO (alpha / beta), eV: 6.5 / 6.4
Net charge: 0
Lowest unoccupied orbital energy (alpha / beta), eV: -0.98 / -1.05

---

One molecule with the formula C3H3NO3, computed with ωB97M-V with the def2-TZVPD basis set.

The geometry in XYZ format:
```
10
C3H3NO3 ωB97M-V with the def2-TZVPD basis set
O -0.7929 2.1976 1.1241
C -0.4025 1.3066 0.3992
C 0.8668 0.9181 0.1048
C 0.8264 -0.3889 -0.3088
N -0.4728 -0.6556 -0.5652
O -0.8219 -1.8320 -0.0432
O -1.2477 0.4769 -0.1516
H 1.8102 1.3800 0.4896
H 1.6936 -1.1497 -0.3258
H -1.4592 -2.2529 -0.7231
```

Summary:
Energy above the lowest of the compared OMol25 structures with the same formula, charge and spin, kcal per mole: 109.3
SMILES: O=c1ccn(O)o1
Gap between HOMO and LUMO, eV: 9.5
Net charge: 0
Lowest unoccupied orbital energy, eV: 0.09

---

A 14-piece molecular cluster, C66H174N14O19 overall, computed with ωB97M-V with the def2-TZVPD basis set.

The geometry in XYZ format:
```
273
C66H174N14O19 ωB97M-V with the def2-TZVPD basis set
C -4.7139 7.7288 -1.0862
O -3.8653 6.8747 -0.3492
C -2.5706 7.3007 -0.1629
C -1.6593 6.8942 -1.3559
N -1.3466 7.9705 -2.1977
C -0.8293 7.5770 -3.5045
C 0.4411 6.7398 -3.3766
O 0.0872 5.4059 -3.0854
C 1.2080 4.5481 -3.0560
H -4.7958 8.6981 -0.5945
H -5.7152 7.3010 -1.0361
H -4.4580 7.7533 -2.1455
H -2.3031 6.7492 0.7385
H -2.5828 8.3737 0.0285
H -2.0985 6.0122 -1.8220
H -0.8146 6.4432 -0.8353
H -1.9562 8.7717 -2.1174
H -0.6137 8.4989 -4.0446
H -1.5589 7.0214 -4.0937
H 1.1372 7.1490 -2.6444
H 0.9484 6.6964 -4.3404
H 1.7869 4.5324 -3.9795
H 0.9253 3.5042 -2.9198
H 1.8587 4.9253 -2.2671
C 10.4248 -3.4723 3.5457
O 9.4593 -2.8814 2.6942
C 8.3280 -2.5252 3.4719
C 7.3664 -1.6808 2.7024
N 6.4436 -0.9814 3.6212
C 5.2884 -1.7768 4.0418
C 4.2873 -1.8920 2.8897
O 3.7162 -0.6375 2.5029
C 2.9167 0.0436 3.4296
H 10.0804 -4.4443 3.8987
H 10.7134 -2.8758 4.4113
H 11.3192 -3.5733 2.9310
H 8.6490 -1.8842 4.2930
H 7.8126 -3.3316 3.9937
H 6.9162 -2.2824 1.9127
H 7.8676 -1.0063 2.0081
H 6.1449 -0.1256 3.1758
H 4.8183 -1.3563 4.9308
H 5.6475 -2.7618 4.3401
H 3.5134 -2.5920 3.2046
H 4.6338 -2.4564 2.0240
H 3.5672 0.5510 4.1421
H 2.1700 -0.4957 4.0124
H 2.4351 0.8892 2.9385
C 1.9644 -3.4867 0.6071
O 1.7862 -2.4945 -0.5084
C 2.3760 -1.2319 -0.3534
C 3.9016 -1.2723 -0.4738
N 4.4795 -0.0168 0.0017
C 5.8751 0.1328 -0.3897
C 6.4653 1.3505 0.3250
O 6.5038 1.2732 1.7920
C 6.2913 2.5454 2.3937
H 1.7105 -3.0729 1.5830
H 3.0006 -3.8232 0.6420
H 1.3244 -4.3663 0.5366
H 2.0776 -0.8323 0.6157
H 1.9496 -0.6001 -1.1326
H 4.2506 -1.5135 -1.4778
H 4.2692 -2.1209 0.1030
H 4.4975 0.0324 1.0103
H 6.0296 0.1968 -1.4668
H 6.3799 -0.7644 -0.0315
H 5.8937 2.1935 -0.0634
H 7.4562 1.5454 -0.0852
H 5.3218 2.9723 2.1372
H 7.0110 3.3317 2.1659
H 6.2749 2.3549 3.4668
C 1.2161 -2.7497 -3.7955
O 1.0383 -2.6368 -5.1825
C 1.2576 -3.8499 -5.9159
C 0.6729 -3.8536 -7.3421
N 1.4609 -2.9179 -8.1803
C 0.8481 -2.6923 -9.5040
C -0.3781 -1.7970 -9.4475
O -0.0868 -0.6459 -8.7198
C -1.2123 0.2542 -8.6340
H 2.2805 -2.7019 -3.5653
H 0.7104 -3.6362 -3.4127
H 0.8312 -1.9268 -3.1931
H 0.6724 -4.5877 -5.3671
H 2.2881 -4.1787 -5.7819
H -0.4026 -3.6899 -7.2739
H 0.7539 -4.8728 -7.7201
H 1.5980 -2.0171 -7.7447
H 0.7448 -3.6215 -10.0644
H 1.5202 -2.1605 -10.1773
H -1.1603 -2.3548 -8.9327
H -0.6196 -1.6753 -10.5034
H -0.7619 1.1383 -8.1827
H -1.9932 -0.1982 -8.0227
H -1.5645 0.4999 -9.6358
C -5.7476 -1.5859 -0.4800
O -5.7141 -0.7557 0.7290
C -4.8270 -1.3105 1.7081
C -4.6814 -0.3758 2.8936
N -4.0922 0.8869 2.5252
C -4.1047 1.8196 3.6847
C -4.2112 3.2276 3.0711
O -5.4031 3.3803 2.2591
C -5.4407 4.5711 1.5260
H -6.0200 -2.6156 -0.2485
H -4.8250 -1.4915 -1.0527
H -6.4878 -1.1778 -1.1681
H -3.8704 -1.6241 1.2902
H -5.2538 -2.2779 1.9728
H -4.0202 -0.9056 3.5793
H -5.6485 -0.2234 3.3727
H -4.7150 1.3103 1.8522
H -3.1347 1.6582 4.1549
H -5.0161 1.6237 4.2497
H -3.4105 3.3407 2.3402
H -4.2219 4.0191 3.8204
H -6.2745 4.6512 0.8286
H -4.5502 4.6736 0.9059
H -5.5361 5.4237 2.1984
C -0.9579 -0.7258 3.1136
C -0.4832 0.2900 2.1088
C -0.9287 -0.1190 0.6936
O -0.3443 0.8883 -0.2533
C -0.6189 0.6274 -1.6232
N -0.9556 1.6186 2.5364
H -0.3128 -1.5995 3.2061
H -1.9431 -1.1060 2.8432
H -1.0869 -0.2978 4.1077
H 0.6018 0.2172 2.1827
H -2.0042 -0.1295 0.5164
H -0.4459 -1.0714 0.4747
H -1.6841 0.3995 -1.6612
H -0.0820 -0.2569 -1.9665
H -0.2423 1.4712 -2.2014
H -0.7713 2.2451 1.7660
H -1.9546 1.4743 2.5002
C 1.0046 0.9566 6.1604
C 0.4471 2.4007 6.0534
C 1.1910 3.2726 5.0377
O 2.5068 3.4714 5.5392
C 3.3736 4.3159 4.7739
N -0.9356 2.1852 5.6559
H 0.4817 0.4152 6.9488
H 2.0673 0.8039 6.3487
H 0.6910 0.3874 5.2853
H 0.4158 2.9624 6.9870
H 0.7298 4.2504 4.8984
H 1.1231 2.8570 4.0323
H 4.2524 4.4537 5.4039
H 2.8733 5.2777 4.6603
H 3.7290 3.8857 3.8376
H -0.8920 1.7165 4.7623
H -1.4279 3.0503 5.4845
C 2.0018 2.9112 0.6012
C 0.9132 3.9752 0.9376
C 1.2734 5.4612 0.9420
O 2.3276 5.7478 1.8260
C 2.6671 7.1006 1.9484
N -0.3147 3.7632 0.1564
H 1.7112 1.8846 0.8244
H 2.8842 3.1089 1.2098
H 2.3757 2.9914 -0.4195
H 0.5971 3.6966 1.9429
H 0.3750 5.9988 1.2452
H 1.5364 5.9132 -0.0143
H 3.6277 7.1899 2.4556
H 1.9392 7.7109 2.4831
H 2.8500 7.5748 0.9841
H -0.4770 2.7758 0.0191
H -0.3231 4.2234 -0.7426
C 1.7724 -3.3011 5.6520
C 2.2126 -4.6159 4.9954
C 3.4592 -5.2888 5.6987
O 4.4778 -4.3396 5.9599
C 5.7380 -4.8986 6.4170
N 0.9832 -5.4041 5.0032
H 1.5833 -3.5176 6.7034
H 0.8089 -2.9135 5.3210
H 2.5052 -2.4954 5.6093
H 2.5800 -4.5044 3.9753
H 3.8851 -6.1977 5.2736
H 3.2197 -5.6668 6.6926
H 6.4799 -4.1071 6.5228
H 5.9966 -5.5888 5.6140
H 5.6159 -5.4876 7.3260
H 1.2336 -6.3103 4.6341
H 0.5531 -5.4811 5.9138
C -5.9880 -5.4042 3.5837
C -4.5557 -5.7895 3.6818
C -3.8295 -4.9012 4.7443
O -3.7699 -3.5167 4.4130
C -2.8575 -2.7604 5.2034
N -4.3507 -7.1961 4.0553
H -6.4896 -5.8830 2.7427
H -6.0372 -4.3459 3.3272
H -6.5883 -5.7002 4.4440
H -4.0942 -5.5710 2.7189
H -2.7997 -5.2485 4.8282
H -4.3354 -5.0638 5.6959
H -1.8022 -2.9521 5.0092
H -2.9785 -3.0393 6.2502
H -2.9572 -1.6806 5.0930
H -4.7623 -7.8455 3.4003
H -3.4171 -7.5814 4.0555
C -4.6362 3.6428 -4.9656
C -3.4661 4.0248 -3.9113
C -3.5760 3.0961 -2.6398
O -4.8741 3.0987 -2.0658
C -5.1167 2.2939 -0.9145
N -2.2146 3.8868 -4.6242
H -4.3970 4.2199 -5.8588
H -5.5655 4.1454 -4.6976
H -4.7273 2.5624 -5.0780
H -3.5468 5.0200 -3.4741
H -2.9700 3.5069 -1.8323
H -3.2550 2.0561 -2.6995
H -4.3363 2.4838 -0.1777
H -5.0362 1.2423 -1.1898
H -6.0702 2.4063 -0.3983
H -2.1502 4.6463 -5.2869
H -1.4538 4.0775 -3.9879
C 1.2558 2.1893 -6.2609
C 1.6601 0.7730 -5.8158
C 2.2504 0.6951 -4.3963
O 3.2998 1.6414 -4.2400
C 3.9071 1.5911 -2.9362
N 0.5745 -0.1083 -5.9378
H 1.0759 2.2481 -7.3344
H 1.9292 3.0008 -5.9849
H 0.3460 2.4815 -5.7364
H 2.4929 0.4804 -6.4553
H 2.5515 -0.3282 -4.1718
H 1.4708 0.9735 -3.6873
H 4.6629 2.3666 -2.8114
H 4.4302 0.6378 -2.8620
H 3.2442 1.7299 -2.0822
H 0.3266 -0.2171 -6.9108
H 0.8050 -1.0345 -5.6075
C -4.4856 -0.4367 -5.2164
C -3.1412 -0.1950 -4.5312
C -2.4610 -1.5152 -4.1274
O -3.2026 -2.1439 -3.1089
C -2.6152 -3.3424 -2.7933
N -2.4190 0.5330 -5.5281
H -5.1390 0.3739 -5.5391
H -5.1666 -0.9076 -4.5075
H -4.4536 -1.2183 -5.9755
H -3.2515 0.4761 -3.6794
H -1.4108 -1.3229 -3.9080
H -2.3576 -2.1408 -5.0140
H -1.6437 -3.2213 -2.3141
H -2.3637 -3.9264 -3.6786
H -3.1162 -3.9748 -2.0605
H -1.4592 0.2190 -5.5461
H -2.4186 1.5425 -5.4990
C -4.9683 -6.6258 -0.3010
C -3.4994 -6.8638 -0.6728
C -2.4430 -6.1681 0.2361
O -2.5808 -4.7362 0.1307
C -1.8769 -3.9797 1.2154
N -3.2473 -8.2352 -0.7295
H -5.0793 -7.0083 0.7136
H -5.7358 -7.2286 -0.7864
H -5.2631 -5.5828 -0.1862
H -3.3639 -6.3867 -1.6435
H -1.5091 -6.5516 -0.1748
H -2.5762 -6.4164 1.2890
H -1.9722 -4.4731 2.1826
H -2.3252 -2.9880 1.2760
H -0.8411 -3.7540 0.9618
H -2.3106 -8.4991 -0.9998
H -3.6959 -8.4738 -1.6024
```

Summary:
Energy above the lowest of the compared OMol25 structures with the same formula, charge and spin, kcal per mole: 0.0
Multiplicity: 2
Gap between HOMO and LUMO (alpha / beta), eV: 7.0 / 2.1
Net charge: +1
Lowest unoccupied orbital energy (alpha / beta), eV: -2.64 / -7.50

---

Total energy (Eh)
-247.18760, -383.29040, -262.47846, -2751.74992, -947.37664, -778.47413, -396.45020, -4814.33642